ORCA calculation (ωB97M-V/def2-TZVPD) on a molecular structure, C38H36BN3O2PSSbV.

The geometry in XYZ format:
```
84
Properties=species:S:1:pos:R:3:forces:R:3
V 0.29828 1.39090 0.41164 0.3 0.5 0.4
N 0.48552 4.85802 1.18503 0.0 0.0 0.0
N 1.58611 4.84174 0.32472 0.1 0.1 -0.1
C 2.16278 3.72069 -0.10895 -0.3 -0.6 0.4
O 3.02751 3.48369 -0.86555 0.1 0.2 -0.1
O 1.51344 2.54132 0.57444 -0.5 -0.3 -0.5
H -0.25586 5.40611 0.76206 0.0 0.0 0.0
H 0.75241 5.28429 2.06633 0.0 0.0 0.0
H 1.97604 5.69777 -0.05404 0.0 0.0 0.1
C 4.21828 -1.21073 4.00607 0.0 0.0 0.0
C 3.06096 -1.43218 4.74399 0.0 0.0 0.0
C 1.84745 -0.95062 4.28660 0.0 0.0 0.0
C 1.80118 -0.23156 3.08596 -0.1 -0.1 0.0
C 2.96100 -0.01074 2.34479 0.1 0.1 0.0
C 4.16876 -0.50496 2.81124 0.0 0.0 0.0
P 0.19670 0.38558 2.61461 0.1 0.1 0.0
C -0.24283 1.88558 3.47094 0.1 0.0 0.0
C 0.76091 2.56211 4.17755 0.0 0.0 0.0
C 0.45667 3.74143 4.83405 0.0 0.0 0.0
C -0.83425 4.25614 4.77682 0.0 0.0 0.0
C -1.82873 3.59688 4.06001 0.0 0.0 0.0
C -1.53860 2.41685 3.40302 0.0 0.0 -0.1
C -1.04859 -0.88404 2.69110 0.0 0.1 0.1
C -0.88081 -2.03189 1.90815 0.0 0.0 0.0
C -1.77146 -3.07987 2.03451 0.0 0.0 0.0
C -2.82474 -2.99369 2.94138 0.0 0.0 0.0
C -2.98212 -1.86314 3.73066 0.0 0.0 0.0
C -2.09800 -0.80233 3.61074 -0.1 0.0 0.0
H 5.16434 -1.59072 4.36745 0.0 0.0 0.0
H 3.10422 -1.98066 5.67474 0.0 0.0 0.0
H 0.94655 -1.13307 4.86121 0.0 0.0 0.0
H 2.94504 0.55286 1.41975 0.0 0.0 0.0
H 5.07395 -0.33146 2.24563 0.0 0.0 0.0
H 1.76209 2.15369 4.23591 0.0 0.0 0.0
H 1.22082 4.24969 5.40647 0.0 0.0 0.0
H -1.07075 5.17287 5.30120 0.0 0.0 0.0
H -2.83124 4.00100 4.02210 0.0 0.0 0.0
H -2.32016 1.91194 2.84848 0.0 0.0 0.0
H -0.04428 -2.11522 1.22364 0.0 0.0 0.0
H -1.63972 -3.97372 1.43964 0.0 0.0 0.0
H -3.51809 -3.81789 3.04259 0.0 0.0 0.0
H -3.78740 -1.80890 4.45027 0.0 0.0 0.0
H -2.21653 0.06291 4.24889 0.0 0.0 0.0
B -3.97715 2.73416 -0.05386 0.3 -0.2 0.0
C -2.54499 2.28984 0.04141 0.0 0.2 -0.1
N -1.41271 1.95997 0.15994 -0.1 -0.1 -0.1
H -4.45099 2.10421 -0.96436 -0.1 -0.1 0.0
H -3.93676 3.92176 -0.23263 0.0 0.1 0.0
H -4.40250 2.40383 1.03313 -0.1 0.0 0.1
S 0.71370 -0.17271 -0.88573 0.3 -0.1 0.0
Sb 0.23977 -1.23543 -3.15379 -0.1 0.1 0.0
C -1.79437 -0.86665 -3.36434 -0.1 -0.1 0.0
C -2.35956 -0.39946 -4.55022 0.2 0.0 -0.1
C -3.73375 -0.23884 -4.62432 -0.1 0.0 0.1
C -4.53070 -0.53065 -3.52545 0.0 0.0 0.0
C -3.96336 -0.99839 -2.34438 0.0 0.0 -0.1
C -2.59463 -1.17583 -2.25985 0.2 0.0 0.1
C 1.64940 -0.27612 -4.33211 0.1 0.0 -0.1
C 1.25882 0.44123 -5.46294 -0.2 0.0 0.0
C 2.23189 0.99629 -6.27667 0.1 0.0 0.0
C 3.57484 0.84821 -5.95617 0.0 0.0 0.0
C 3.95869 0.14338 -4.81988 0.0 0.0 0.0
C 2.99933 -0.42698 -4.00477 0.0 -0.1 0.1
C 0.58361 -3.19345 -2.56667 0.0 -0.1 0.0
C -0.46830 -4.09043 -2.76087 -0.1 0.1 0.0
C -0.27052 -5.43133 -2.46718 0.0 0.0 0.0
C 0.95487 -5.85904 -1.97567 0.0 0.0 0.0
C 1.99488 -4.95536 -1.77371 0.0 -0.1 0.0
C 1.81788 -3.61744 -2.07248 0.1 0.1 0.0
H -1.75917 -0.17385 -5.42131 0.0 0.0 0.0
H -4.18186 0.11355 -5.54303 0.0 0.0 0.0
H -5.60220 -0.39682 -3.58969 0.0 0.0 0.0
H -4.59167 -1.22821 -1.49476 0.0 0.0 0.0
H -2.15802 -1.54875 -1.33830 0.0 0.0 0.0
H 0.21735 0.58051 -5.72068 0.0 0.0 0.0
H 1.93925 1.54563 -7.16065 0.0 0.0 0.0
H 4.32953 1.28641 -6.59531 0.0 0.0 0.0
H 5.00612 0.03463 -4.57533 0.0 0.0 0.0
H 3.30864 -0.97666 -3.12364 0.0 0.0 0.0
H -1.42517 -3.76209 -3.14962 0.0 0.0 0.0
H -1.06984 -6.14093 -2.63084 0.0 0.0 0.0
H 1.10791 -6.90690 -1.75461 0.0 0.0 0.0
H 2.94680 -5.30300 -1.39670 0.0 0.0 0.0
H 2.63810 -2.92502 -1.92777 0.0 0.0 0.0
```
Positions in Å, forces in eV/Å.

ΔE to the lowest compared entry with this formula, charge and spin   43.0 kJ/mol
Frontier orbital gap (alpha / beta)   6.1 / 6.1 eV
E_LUMO (alpha / beta)   -10.748 / -10.749 eV
Total charge   +3